[1]
Formula: C16H20F6OS2SiTi
Source: the Open Molecules 2025 dataset
Level of theory: the ωB97M-V functional and the def2-TZVPD basis

- HOMO level (eV) = -8.00
- HOMO-LUMO gap (Ha) = 0.2815
- LUMO level (eV) = -0.3
- maximum force (hartree/bohr) = 0.02393

Structure (ORCA input):
```
! RIJCOSX wB97M-V def2-TZVPD def2/J DEFGRID3
* xyz 0 1
Ti -0.581 0.036 -0.626
C -4.020 0.058 -2.009
C -2.686 0.690 -1.665
S -1.374 0.279 -2.763
C -2.561 1.434 -0.525
C -3.743 1.617 0.402
S -1.064 2.104 0.103
H -3.923 -0.570 -2.890
H -4.758 0.833 -2.222
H -4.400 -0.553 -1.191
H -4.685 1.619 -0.141
H -3.646 2.559 0.937
H -3.776 0.818 1.144
C -0.048 -3.440 1.851
C -0.837 -2.606 0.849
O -0.267 -1.362 0.678
C -2.269 -2.382 1.373
F -3.001 -3.501 1.393
F -2.246 -1.887 2.613
F -2.920 -1.478 0.610
C -0.916 -3.328 -0.541
F -2.105 -3.194 -1.152
F -0.661 -4.638 -0.465
F -0.005 -2.784 -1.369
H 0.072 -2.850 2.756
H 0.935 -3.651 1.434
H -0.547 -4.379 2.084
C 2.773 -0.908 -1.416
Si 1.854 0.725 -1.177
C 2.036 1.811 -2.701
C 2.540 1.622 0.330
C 2.298 2.986 0.513
C 2.784 3.660 1.623
C 3.525 2.979 2.579
C 3.777 1.625 2.417
C 3.288 0.956 1.303
H 3.842 -0.745 -1.574
H 2.384 -1.438 -2.287
H 2.650 -1.558 -0.547
H 3.079 2.102 -2.842
H 1.438 2.719 -2.610
H 1.700 1.280 -3.592
H 1.722 3.534 -0.226
H 2.585 4.717 1.742
H 3.906 3.503 3.447
H 4.355 1.089 3.158
H 3.494 -0.102 1.193
*
```

=====

[2]
Formula: C15H31BIO7PS
Source: the Open Molecules 2025 dataset
Level of theory: the ωB97M-V functional and the def2-TZVPD basis

- HOMO level (eV) = -8.81
- HOMO-LUMO gap (Ha) = 0.3241
- SMILES string = COB(O)[C@@](I)(CCCCO)OC(=O)[PH2]=S.C1CCOC1.C1CCOC1
- LUMO level (eV) = 0.0
- maximum force (hartree/bohr) = 0.01690

Structure (ORCA input):
```
! RIJCOSX wB97M-V def2-TZVPD def2/J DEFGRID3
* xyz 0 1
C 4.182 -0.922 2.758
O 3.049 -1.684 2.345
B 2.150 -2.142 3.250
O 2.207 -1.852 4.599
C 0.999 -3.072 2.616
I 0.028 -4.214 4.174
C 0.017 -2.236 1.762
C -1.291 -1.749 2.375
C -1.147 -0.787 3.567
C -2.101 -1.034 4.748
O -3.417 -1.397 4.353
O 1.725 -3.981 1.751
C 1.125 -5.130 1.364
O 0.105 -5.221 0.740
P 2.137 -6.635 1.765
S 3.642 -6.950 0.580
H 4.759 -0.703 1.860
H 3.877 0.012 3.239
H 4.799 -1.496 3.455
H 2.178 -0.918 4.833
H -0.222 -2.854 0.891
H 0.575 -1.372 1.374
H -1.939 -2.603 2.606
H -1.799 -1.204 1.572
H -0.128 -0.818 3.973
H -1.308 0.241 3.216
H -1.680 -1.781 5.432
H -2.207 -0.103 5.316
H -3.432 -2.340 4.158
H 1.138 -7.617 1.751
H 2.466 -6.482 3.119
C -2.235 0.967 -2.367
C -1.266 2.065 -1.930
C -1.155 1.793 -0.436
O -1.318 0.381 -0.273
C -1.796 -0.198 -1.489
H -2.180 0.733 -3.429
H -3.262 1.253 -2.132
H -0.298 1.931 -2.415
H -1.609 3.072 -2.152
H -1.945 2.308 0.122
H -0.191 2.085 -0.018
H -0.985 -0.765 -1.958
H -2.607 -0.889 -1.253
C 0.787 4.725 -6.094
C -0.476 5.586 -6.069
C -1.224 4.993 -4.882
O -0.224 4.534 -3.970
C 1.054 4.534 -4.607
H 1.623 5.190 -6.614
H 0.579 3.765 -6.570
H -0.219 6.628 -5.873
H -1.053 5.544 -6.991
H -1.844 4.143 -5.188
H -1.859 5.716 -4.370
H 1.655 5.356 -4.203
H 1.559 3.594 -4.379
*
```

=====

[3]
Formula: C46H46CsN10O9PS
Source: the Open Molecules 2025 dataset
Level of theory: the ωB97M-V functional and the def2-TZVPD basis

- HOMO level (eV) = -2.20
- HOMO-LUMO gap (Ha) = 0.2091
- LUMO level (eV) = 3.5
- maximum force (hartree/bohr) = 0.04406
- energy relative to the best compared isomer or geometry (same formula, charge and spin) (kcal/mol) = 0.0

Structure (ORCA input):
```
! RIJCOSX wB97M-V def2-TZVPD def2/J DEFGRID3
* xyz -2 1
Cs 0.852 -0.222 -0.270
N -1.359 2.355 3.250
C -1.485 1.316 2.388
N -1.260 0.089 2.655
C -0.803 -0.245 3.916
N -0.536 -1.475 4.184
N -0.517 -2.410 3.283
C -1.436 -3.258 3.055
C -1.315 -4.255 2.010
C -2.378 -5.263 1.927
C -2.322 -6.233 1.013
C -1.318 -6.198 -0.083
C -0.322 -5.003 0.044
N -0.299 -4.237 1.228
C -0.626 0.806 4.912
C -0.203 0.538 6.211
C -0.019 1.567 7.115
C -0.235 2.880 6.719
C -0.673 3.172 5.439
C -0.896 2.138 4.528
H -1.578 3.273 2.824
H -1.807 1.571 1.386
H -2.399 -3.224 3.581
H -3.136 -5.256 2.699
H -3.015 -7.069 1.015
H -0.869 -7.189 -0.225
H 0.701 -5.260 -0.244
H -0.027 -0.490 6.486
H 0.309 1.350 8.124
H -0.056 3.686 7.419
H -0.837 4.197 5.136
O 1.377 -4.378 -5.087
C 0.616 -3.686 -4.409
N 0.392 -2.394 -4.491
C -0.066 -1.524 -5.354
O -0.807 -1.746 -6.321
C 0.274 -0.093 -4.999
C -0.298 0.932 -5.752
C -0.002 2.244 -5.438
C 0.869 2.495 -4.388
C 1.402 1.405 -3.712
N 1.117 0.148 -4.003
C -0.118 -4.324 -3.241
C -0.620 -5.678 -3.496
C -1.434 -6.278 -2.633
C -1.873 -5.581 -1.388
C -1.076 -4.277 -1.116
N -0.290 -3.693 -2.150
H -0.963 0.659 -6.559
H -0.437 3.061 -6.004
H 1.121 3.507 -4.100
H 2.114 1.550 -2.910
H -0.287 -6.138 -4.416
H -1.822 -7.278 -2.803
H -2.963 -5.456 -1.395
H -1.701 -3.482 -0.696
O 3.381 1.439 0.331
N 4.159 2.360 0.771
C 3.778 3.099 1.822
C 4.554 4.105 2.353
C 5.790 4.376 1.771
C 6.184 3.623 0.693
C 5.387 2.592 0.172
S 5.892 1.654 -1.128
H 2.807 2.842 2.226
H 4.196 4.657 3.209
H 6.425 5.158 2.165
H 7.130 3.798 0.203
C 3.659 -5.138 0.854
O 3.789 -4.130 -0.112
P 2.842 -2.741 0.079
O 3.392 -1.996 -1.224
C 2.929 -2.347 -2.518
O 3.697 -1.919 1.180
C 4.998 -1.432 0.867
H 4.660 -5.476 1.134
H 3.108 -5.987 0.439
H 3.138 -4.780 1.747
H 3.322 -1.594 -3.198
H 1.843 -2.351 -2.583
H 3.306 -3.329 -2.808
H 5.513 -1.274 1.815
H 4.929 -0.491 0.323
H 5.560 -2.145 0.262
C -6.224 -0.116 -0.171
C -4.865 0.598 -0.066
C -4.852 1.576 1.112
C -4.521 1.345 -1.361
C -3.868 -0.439 0.129
N -3.149 -1.319 0.262
H -7.023 0.608 -0.320
H -6.437 -0.678 0.738
H -6.225 -0.807 -1.012
H -5.715 2.235 1.056
H -3.961 2.193 1.065
H -4.875 1.052 2.065
H -5.238 2.149 -1.522
H -4.538 0.671 -2.216
H -3.527 1.782 -1.269
O -2.959 5.931 -1.343
C -1.592 5.954 -1.243
C -0.861 6.995 -1.804
C 0.520 7.020 -1.699
C 1.179 5.981 -1.066
C 0.450 4.942 -0.508
C -0.936 4.931 -0.556
C -1.671 3.846 0.243
O -2.008 4.186 1.398
O -1.808 2.732 -0.283
H -3.240 6.662 -1.907
H -1.379 7.796 -2.324
H 1.076 7.852 -2.114
H 2.257 5.973 -0.996
H 0.964 4.133 -0.003
*
```

=====

[4]
Formula: C5H10N4
Source: the Open Molecules 2025 dataset
Level of theory: the ωB97M-V functional and the def2-TZVPD basis

- HOMO level (eV) = -7.92
- HOMO-LUMO gap (Ha) = 0.3222
- SMILES string = [H]/N=C(\C=C)N(N)C(=C)N
- LUMO level (eV) = 0.8
- maximum force (hartree/bohr) = 0.04296
- energy relative to the best compared isomer or geometry (same formula, charge and spin) (kcal/mol) = 64.5

Structure (ORCA input):
```
! RIJCOSX wB97M-V def2-TZVPD def2/J DEFGRID3
* xyz 0 1
H 1.228 1.025 -2.524
N 1.459 0.327 -1.811
C 0.597 0.407 -0.825
C -0.503 1.417 -0.856
C -1.198 1.659 -1.980
N 0.691 -0.501 0.234
N 1.964 -1.135 0.336
C -0.323 -0.651 1.288
C -1.647 -0.682 1.067
N 0.131 -1.120 2.515
H -0.668 1.990 0.050
H -0.993 1.138 -2.910
H -1.950 2.439 -2.016
H 2.591 -0.503 0.835
H 2.334 -1.149 -0.626
H -2.081 -0.402 0.117
H -2.337 -0.988 1.847
H 1.115 -1.368 2.392
H -0.409 -1.902 2.868
*
```